[1]
ORCA calculation (ωB97M-V/def2-TZVPD) on a 11-piece molecular cluster, C42H91F12N12O24S12 overall in a non-equilibrium geometry.

Results
**HOMO energy**: -5.807 eV
**Orbital gap**: 5.698 eV
**Total charge**: -1
**E_LUMO**: -0.11 eV
**ΔE to the lowest compared entry with this formula, charge and spin**: 5.2 kcal per mole

Cartesian coordinates (Å):
C -4.62232 -0.99515 -4.58885
C -3.14712 -0.77030 -4.91955
C -2.37761 -2.00586 -5.47528
C -0.95772 -1.58027 -5.94990
N -0.12729 -2.64324 -6.69303
C -0.94671 -3.16391 -7.84542
C -0.76661 -2.10318 -8.97845
C 0.63220 -1.48853 -8.70557
C 1.12146 -2.14302 -7.45649
C 0.24938 -3.72232 -5.72776
H -5.23627 -1.08790 -5.48471
H -4.96093 -0.11795 -4.03752
H -4.62373 -1.84424 -3.90538
H -2.60249 -0.42601 -4.04037
H -2.95933 0.11989 -5.51988
H -3.05240 -2.39941 -6.23545
H -2.29739 -2.74251 -4.67590
H -0.32193 -1.31113 -5.10643
H -0.81306 -0.73165 -6.61849
H -0.43466 -4.09556 -8.08611
H -1.99607 -3.40864 -7.68091
H -0.83513 -2.53784 -9.97568
H -1.53551 -1.35239 -8.79622
H 1.32969 -1.87040 -9.45108
H 0.66141 -0.40309 -8.61037
H 1.75893 -3.00377 -7.65860
H 1.70776 -1.48923 -6.81080
H 0.71556 -4.62160 -6.13035
H -0.62603 -4.03136 -5.15659
H 1.01388 -3.30626 -5.07161
C 1.32444 -5.65211 -1.66764
C 0.80433 -4.16027 -1.74716
C 0.85345 -3.34775 -0.45902
C -0.17972 -2.17626 -0.45769
N -0.07241 -1.10435 0.72340
C -0.97040 0.12813 0.49562
C -0.56231 1.27948 1.23662
C 0.94246 1.09161 1.31297
C 1.28400 -0.29565 0.76016
C -0.29311 -1.76464 2.12230
H 0.67653 -6.21369 -0.99463
H 2.36623 -5.81649 -1.39241
H 1.15818 -6.11789 -2.63898
H -0.21516 -4.27156 -2.11644
H 1.43590 -3.72168 -2.51972
H 1.86602 -2.99254 -0.26761
H 0.64143 -3.99710 0.39039
H -1.21050 -2.52103 -0.37570
H -0.16072 -1.54103 -1.34326
H -1.97956 -0.08625 0.84739
H -0.96899 0.33691 -0.57420
H -0.99353 1.32285 2.23675
H -0.86132 2.18770 0.71334
H 1.20049 1.04227 2.37084
H 1.52239 1.86353 0.80708
H 2.08703 -0.76009 1.33247
H 1.57464 -0.22464 -0.28797
H -0.27202 -0.85484 2.72224
H 0.46577 -2.54390 2.19271
H -1.29817 -2.12212 1.89834
C -2.93950 -0.17160 10.65834
C -1.87159 0.57053 9.83561
C -2.48985 1.69623 8.99863
C -3.50723 1.09757 8.07331
N -4.22848 2.07248 7.09689
C -5.09754 1.39762 6.06313
C -4.08868 0.89445 5.00820
C -2.84465 1.80926 5.03821
C -3.29619 2.87392 6.05908
C -5.12490 3.06690 7.94451
H -3.44973 -0.86902 9.99398
H -3.62203 0.57391 11.06633
H -2.51987 -0.73752 11.49005
H -1.30467 -0.03560 9.12899
H -1.12052 0.86956 10.56675
H -1.78170 2.25556 8.38726
H -2.89824 2.42710 9.69659
H -4.26707 0.56180 8.64225
H -2.88253 0.49073 7.41789
H -5.78198 2.20923 5.81628
H -5.55040 0.53054 6.54394
H -4.67427 0.99093 4.09394
H -3.71220 -0.12180 5.12475
H -2.44524 2.32513 4.16502
H -1.89120 1.40281 5.37558
H -3.95926 3.63365 5.64527
H -2.55385 3.42039 6.64080
H -5.46986 3.84064 7.25863
H -4.54402 3.65554 8.65457
H -5.92828 2.53672 8.45597
C 0.59339 7.40082 -4.93058
C 0.68493 6.19599 -4.01627
C -0.77689 5.67921 -3.79237
C -0.93422 4.72976 -2.63677
N -2.43493 4.36156 -2.43465
C -3.37723 5.46935 -1.99151
C -4.52144 4.80019 -1.23259
C -3.88670 3.41030 -0.69130
C -2.45310 3.44389 -1.17958
C -2.99096 3.69087 -3.67139
H 1.61141 7.73030 -5.13838
H 0.23205 8.25675 -4.36056
H 0.06882 7.19123 -5.86278
H 1.19706 6.46002 -3.09101
H 1.20884 5.38330 -4.51942
H -1.20688 5.34502 -4.73658
H -1.44719 6.51941 -3.61108
H -0.68043 5.26555 -1.72210
H -0.39510 3.79002 -2.75651
H -3.76574 5.99711 -2.86251
H -2.75769 6.19995 -1.47142
H -5.47659 4.67613 -1.74289
H -4.78532 5.41378 -0.37120
H -4.48066 2.50734 -0.83267
H -3.84568 3.42989 0.39775
H -1.99764 2.49373 -1.45858
H -1.79176 3.97905 -0.49816
H -2.36459 2.85779 -3.99035
H -3.13367 4.38485 -4.49972
H -3.91111 3.21414 -3.33352
C 3.47706 3.23374 -1.31952
C 4.83654 3.34494 -0.60326
N 5.94694 3.07202 -1.49047
C 6.11116 1.95709 -2.26537
C 7.14924 2.25651 -3.09661
N 7.62077 3.54423 -2.87841
C 6.86458 3.99606 -1.84375
C 8.69305 4.20385 -3.60692
H 3.54741 3.62926 -2.33280
H 2.71576 3.81522 -0.79950
H 3.13488 2.20006 -1.36966
H 4.95635 2.52864 0.10907
H 4.97451 4.33953 -0.17917
H 5.52475 1.05725 -2.15219
H 7.69490 1.60645 -3.76450
H 6.87159 5.02324 -1.51022
H 8.40756 5.23725 -3.80357
H 8.85607 3.74031 -4.57988
H 9.57712 4.23684 -2.97019
N 1.86927 -0.52350 -4.34938
S 1.50710 1.00651 -3.67542
O 2.45988 2.11946 -3.94144
O 0.77059 0.99358 -2.42323
F 0.31390 1.41839 -4.63490
S 3.12444 -0.71490 -3.54671
O 2.99620 -1.08330 -2.13109
O 4.40879 -0.07973 -3.99003
F 3.29711 -2.22381 -4.15312
N 1.24108 -11.03050 0.13855
S -0.03296 -10.35728 0.95554
O -1.25531 -10.13215 0.14483
O 0.37178 -9.45244 2.08387
F -0.35283 -11.70401 1.77461
S 1.62238 -9.71289 -0.49759
O 2.64909 -8.94665 0.19415
O 0.70623 -8.96719 -1.39458
F 2.41265 -10.39812 -1.69406
N 2.66344 2.49045 4.42989
S 3.58088 1.18091 3.98845
O 3.05439 -0.16238 3.95436
O 4.97825 1.31226 4.43644
F 3.70943 1.44575 2.41510
S 1.78700 1.72803 5.42684
O 2.46543 1.34939 6.65309
O 0.74079 0.89720 4.85056
F 1.00045 3.04975 5.92979
N 6.64441 -2.32375 1.63406
S 5.49119 -2.03100 0.69276
O 4.19576 -2.61881 1.01191
O 5.74227 -1.60182 -0.70605
F 5.30856 -0.54812 1.34460
S 7.23778 -3.55495 0.63926
O 8.14631 -3.06574 -0.37970
O 6.46843 -4.70680 0.42662
F 8.30680 -4.03823 1.72423
N -0.26442 -2.78821 7.69386
S 0.48953 -2.04483 6.63503
O 0.17596 -2.31805 5.24518
O 1.84668 -1.59412 6.99522
F -0.33490 -0.71188 6.95303
S 0.14345 -4.33657 7.15691
O 1.58692 -4.52062 6.95840
O -0.72110 -5.02339 6.17167
F -0.25898 -5.12915 8.55537
N -3.80219 -2.17510 1.05777
S -4.61372 -1.13710 1.56201
O -6.06769 -1.36003 1.58491
O -4.20812 0.29919 1.53014
F -4.22069 -1.46843 3.09233
S -4.24538 -2.13646 -0.57064
O -3.77103 -0.94256 -1.26283
O -5.53548 -2.63557 -0.96265
F -3.24109 -3.24873 -1.10088

Atomic forces in eV per Å
1.2 0.4 0.2
1.3 0.5 0.3
-0.1 1.2 -0.2
1.1 -0.1 -0.1
-0.8 -1.1 -0.3
0.8 -0.3 -1.4
0.1 0.0 1.3
0.0 -0.7 -0.6
-0.1 0.2 1.8
0.3 0.0 0.8
0.0 -0.4 0.1
-0.2 -0.1 0.1
-0.7 -0.1 -0.2
-0.2 -0.4 0.7
-0.4 -0.1 -0.9
0.5 -0.2 -0.3
0.0 0.0 0.0
-0.2 -0.1 0.3
-1.1 0.3 0.0
-0.1 -0.1 -0.3
0.3 0.2 0.6
-0.3 0.1 0.2
-0.1 0.0 -0.5
-0.1 0.8 -0.4
-0.1 -0.1 -0.4
-0.4 -0.2 0.1
-0.2 0.0 0.2
-0.2 0.3 -0.8
0.1 0.2 0.0
-0.2 0.2 0.3
-1.0 0.6 0.3
0.9 -1.4 -0.3
-0.4 0.7 0.7
0.2 1.1 1.0
2.1 1.0 -0.2
-2.8 -3.2 -1.2
1.5 1.5 1.2
0.8 -0.3 1.1
-0.4 -0.4 -1.1
-0.7 1.4 -3.1
0.2 -0.1 0.2
-0.1 0.4 0.1
0.1 0.0 -0.1
-0.2 0.3 -0.1
-0.2 0.6 -0.1
0.1 0.2 -0.2
-0.2 -0.1 0.0
0.2 -0.2 0.1
0.4 -0.1 -0.2
-0.2 -0.7 -0.7
0.0 -0.4 -0.1
0.0 0.0 0.0
0.0 0.1 0.0
0.3 0.5 -0.1
0.0 -0.1 0.1
-0.3 -0.5 0.0
0.1 -0.2 0.0
0.2 -0.9 1.0
-0.1 0.4 0.7
-0.1 -0.5 1.2
0.4 -0.1 -0.8
0.5 -0.3 0.1
0.1 1.1 0.7
0.2 0.5 -1.4
-0.3 2.1 1.1
1.7 -1.1 1.5
-0.2 0.6 -1.1
0.1 1.6 1.4
-0.1 -0.4 1.6
1.4 -0.2 -1.1
-0.4 -0.1 0.3
-0.3 -0.1 0.1
0.1 0.0 -0.2
-0.2 -0.6 0.2
0.0 0.8 -0.3
0.5 -0.3 0.1
-0.4 0.1 0.0
-0.1 -0.1 -0.6
-0.6 -0.7 -0.1
-0.2 -0.6 -0.7
-0.6 0.3 -0.1
0.6 -0.5 -0.5
-0.7 -0.1 0.2
-0.9 0.0 -0.6
-0.3 -0.9 0.4
-0.2 -0.2 -0.1
0.3 -0.3 -0.1
-0.5 -0.4 -0.2
0.4 -0.6 0.1
0.1 -0.1 -0.3
1.3 0.4 0.6
-1.6 -0.7 -0.5
0.3 0.9 0.0
-1.6 0.5 -0.3
0.7 -0.7 0.1
0.0 0.2 -1.2
0.7 -1.1 1.6
-0.6 1.2 0.6
-0.2 0.0 -1.2
-0.1 -0.7 1.0
0.1 -0.1 -0.5
-0.8 0.0 -0.3
-0.1 0.2 0.2
-0.1 -0.2 0.1
0.3 0.0 0.2
0.5 -0.7 -0.1
0.2 0.5 0.4
0.3 -0.3 0.1
0.0 0.0 0.2
0.2 -0.1 -0.2
-0.2 -0.2 0.5
0.4 -0.1 -0.6
0.1 0.0 0.0
0.2 0.0 -0.8
0.0 0.2 0.1
-0.1 0.0 0.1
-0.1 -0.2 0.1
0.4 0.2 0.1
-0.1 0.0 0.4
-0.3 0.3 -0.3
0.4 0.1 0.0
-0.7 -0.9 0.4
1.3 1.6 -1.4
0.8 0.4 -0.2
0.8 -0.7 -0.7
-2.0 -1.3 1.5
-0.2 0.2 -0.9
0.0 0.7 0.4
0.0 -0.1 0.0
0.1 -0.1 0.2
0.1 0.1 0.0
-0.5 0.5 0.8
0.2 -0.3 0.2
0.1 -0.1 0.0
-0.3 0.0 -0.1
0.0 -0.2 0.2
-0.1 0.0 0.0
0.0 -0.3 0.4
0.2 -0.3 -0.4
-3.9 5.2 -0.3
-1.2 3.1 -0.6
-1.9 -3.0 0.7
1.4 -0.3 -0.9
-0.3 -0.4 -1.0
9.2 -6.2 3.1
-0.3 2.2 -2.2
-3.7 -0.7 1.0
0.2 0.5 -0.3
-3.6 0.0 2.3
-2.7 -0.8 3.8
2.8 -0.4 2.1
-1.4 -1.9 -3.6
-0.3 0.2 -0.3
4.8 5.0 -6.1
-1.6 -0.8 -0.5
0.5 -0.7 2.7
1.4 -0.7 -0.5
2.1 -1.9 -2.3
5.4 -1.1 -1.2
-0.4 1.6 0.6
-2.9 0.4 -0.5
-0.2 1.0 -0.3
-3.3 -0.4 4.5
-0.9 -0.1 -1.7
0.6 1.1 0.7
-0.6 0.2 -0.1
2.1 -3.8 -1.9
-5.9 5.9 -1.2
1.6 0.0 -1.0
-0.2 -1.7 1.9
-0.5 0.3 -0.1
6.0 0.8 1.7
-1.4 -0.3 0.4
-1.5 -0.7 -0.5
-0.2 -0.2 0.3
-1.0 -5.9 1.0
4.7 6.4 -2.7
0.3 -0.1 1.1
-2.6 -1.4 -1.0
-0.8 1.4 -0.2
-0.3 -3.8 -0.1
-2.6 0.5 0.8
1.3 2.1 2.3
0.5 1.0 -1.1
4.3 -6.1 -7.9
-7.6 9.1 9.2
2.1 0.7 -0.8
-0.3 -2.4 -1.0
-0.1 0.2 0.1
1.0 -0.8 -2.6
-0.4 -0.9 1.1
1.1 0.4 1.0
-0.2 0.2 0.6

[2]
ORCA calculation (ωB97M-V/def2-TZVPD) on one molecule with the formula C5H8.

Results
**HOMO energy**: -9.724 eV
**SMILES**: C1C[C@H]2C[C@@H]12
**Orbital gap**: 11.037 eV
**E_LUMO**: 1.31 eV
**ΔE to the lowest compared entry with this formula, charge and spin**: 29.4 kcal per mole

Cartesian coordinates (Å):
C 1.27850 -0.55175 -0.17556
C 0.60706 0.56712 0.55739
C -0.59025 1.08651 -0.23391
C -1.14180 -0.36836 -0.31202
C 0.01896 -0.84028 0.56597
H 1.30637 -0.53721 -1.26256
H 2.18657 -0.89857 0.31093
H 1.25726 1.11544 1.22443
H -0.33052 1.58288 -1.17385
H -1.27112 1.73572 0.32847
H -2.13370 -0.49157 0.12881
H -1.14232 -0.81472 -1.31306
H -0.04502 -1.58521 1.35496

Atomic forces in eV per Å
0.2 -0.1 -0.2
0.2 0.2 0.0
0.1 0.1 -0.1
-0.1 -0.1 -0.1
-0.1 -0.2 0.1
-0.1 -0.2 0.0
-0.1 0.1 -0.2
-0.5 0.0 0.5
-0.1 -0.1 0.0
0.3 -0.1 0.0
0.2 0.1 0.0
-0.1 0.0 0.2
0.1 0.2 -0.1

[3]
ORCA calculation (ωB97M-V/def2-TZVPD) on one molecule with the formula C8H10 in a non-equilibrium geometry.

Results
**HOMO energy**: -8.353 eV
**SMILES**: C=C/C(C#CC)=C/C
**Orbital gap**: 8.964 eV
**E_LUMO**: 0.61 eV
**ΔE to the lowest compared entry with this formula, charge and spin**: 147.4 kcal per mole

Cartesian coordinates (Å):
C -0.77766 -2.04313 1.31849
C -1.21146 -1.37615 -0.00813
C -0.53630 -0.32839 -0.48596
C -1.02349 0.18108 -1.81387
C -0.89724 1.30282 -2.55503
C 0.71120 0.12651 -0.15271
C 1.61369 0.65655 0.48185
C 2.42762 1.54513 1.51167
H -1.71950 -2.06895 1.91011
H 0.17804 -1.69031 1.72358
H -0.78492 -3.06170 0.96850
H -2.25308 -1.62455 -0.16507
H -1.68712 -0.74195 -2.22918
H -1.77924 1.63033 -3.39655
H -0.44400 2.28911 -2.34617
H 3.43475 1.63598 0.89515
H 2.99363 1.07010 2.54258
H 1.75511 2.49754 1.80074

Atomic forces in eV per Å
-1.7 0.0 -1.9
0.8 0.5 3.8
-1.5 -0.6 -4.2
-2.3 -1.7 -1.6
-3.3 1.5 -1.1
3.4 1.7 3.4
-0.5 0.5 2.0
1.8 -1.1 -0.6
1.1 0.6 0.5
-0.6 -0.2 0.2
0.9 -1.0 0.4
0.1 0.1 -1.2
1.1 2.8 0.4
2.7 -1.9 1.9
0.5 -1.1 0.6
-2.1 1.2 1.2
-2.5 0.7 -2.8
2.1 -2.1 -0.9

[4]
ORCA calculation (ωB97M-V/def2-TZVPD) on an isolated ion of composition C12H20P and charge +1 in a non-equilibrium geometry.

Results
**HOMO energy**: -13.239 eV
**Orbital gap**: 9.669 eV
**Total charge**: +1
**E_LUMO**: -3.57 eV
**ΔE to the lowest compared entry with this formula, charge and spin**: 38.7 kcal per mole

Cartesian coordinates (Å):
C -1.86901 -0.15545 -2.52260
C -3.22099 -2.04628 0.54658
C -2.03232 2.53310 1.14886
C -2.27053 0.36993 -1.31407
C -2.19427 -1.45899 1.10077
C -1.56795 1.29474 1.40597
C 3.42239 0.24081 0.09804
C 2.84831 -1.00074 0.68620
C 2.55239 0.63295 -1.13584
C 1.43574 -0.73020 1.16317
C 1.08070 0.70640 -0.84627
C 0.54640 -0.57742 -0.17417
P -1.33023 -0.09543 0.23581
H -2.18779 0.17877 -3.60468
H -1.05385 -0.75220 -2.50648
H -3.76550 -2.75345 1.16353
H -3.39460 -2.08446 -0.45099
H -2.34205 3.13859 1.91602
H -2.12118 3.08687 0.12195
H -3.21043 0.89193 -1.02498
H -1.96493 -1.32740 2.12005
H -1.54957 0.69176 2.39210
H 3.33950 1.09822 0.82177
H 4.38666 0.19681 -0.44709
H 3.04566 -1.89124 -0.02746
H 3.47516 -1.24285 1.57524
H 2.96285 1.69171 -1.41709
H 2.63883 0.05051 -1.96276
H 0.98432 -1.64701 1.73516
H 1.39158 0.05175 1.90252
H 0.78335 1.63902 -0.19992
H 0.45363 0.72632 -1.76198
H 0.72773 -1.45703 -0.73735

Atomic forces in eV per Å
-3.1 4.0 0.1
0.2 -1.9 3.0
1.0 -1.2 -2.9
0.4 -1.6 -0.6
0.9 2.8 -1.2
-0.3 -1.6 0.3
-0.8 1.5 -2.3
2.1 -1.7 0.9
0.5 4.4 2.3
-2.5 -3.6 -0.5
-2.2 0.9 0.1
0.0 3.4 3.5
0.7 -0.6 -1.9
0.0 -0.8 2.5
2.6 -1.9 -0.1
-0.3 0.1 -0.1
-0.7 0.4 -2.9
-0.6 1.3 2.0
0.4 -1.7 1.8
0.9 0.0 -0.9
-0.1 -0.9 1.4
-0.1 2.2 -1.0
0.5 -0.8 -0.6
0.1 -0.4 1.4
-1.0 1.3 1.0
-0.5 -0.1 -0.4
-1.0 -1.8 0.1
0.9 -2.1 -2.3
1.1 1.3 -0.9
-0.1 0.8 -0.2
0.6 -1.7 -1.1
0.8 0.8 0.1
-0.6 -0.9 -0.7

[5]
ORCA calculation (ωB97M-V/def2-TZVPD) on one molecule with the formula C3H4N2O2S in a non-equilibrium geometry.

Results
**HOMO energy**: -9.512 eV
**SMILES**: [H]/N=C(/N)OC(=O)C=S
**Orbital gap**: 7.417 eV
**E_LUMO**: -2.09 eV
**ΔE to the lowest compared entry with this formula, charge and spin**: 90.3 kcal per mole

Cartesian coordinates (Å):
C -1.12697 0.07033 0.03974
C 1.15775 0.43368 0.36196
C 2.33291 -0.46143 -0.03400
H -2.97641 -0.49592 -0.70701
H -1.87508 -1.61772 0.79408
H -1.08350 2.14192 -0.37174
H 2.16373 -1.56505 -0.11771
N -1.99228 -0.97304 -0.23350
N -1.63070 1.22071 -0.28127
O 0.05196 -0.42405 0.47337
O 1.04369 1.66191 0.23598
S 3.93491 0.00866 -0.15992

Atomic forces in eV per Å
-3.4 2.6 -2.2
-0.9 2.5 -2.3
2.9 0.0 0.9
3.5 -2.1 2.7
-1.7 1.9 -4.2
-0.5 -2.5 0.7
-0.4 1.2 0.0
-1.4 -1.5 2.6
2.1 1.1 0.0
1.8 1.2 0.5
1.1 -4.1 1.1
-2.9 -0.3 0.1

[6]
ORCA calculation (ωB97M-V/def2-TZVPD) on C18H28ClNOV as an isolated structure in a non-equilibrium geometry.

Results
**HOMO energy (alpha / beta)**: -13.971 / -13.923 eV
**Orbital gap (alpha / beta)**: 5.657 / 5.608 eV
**Total charge**: +2
**2S+1**: 2
**E_LUMO (alpha / beta)**: -8.31 / -8.31 eV
**ΔE to the lowest compared entry with this formula, charge and spin**: 0.0 kcal per mole

Cartesian coordinates (Å):
C 0.18837 0.77173 -6.29715
C 1.55026 1.24893 -6.02916
C -0.06413 -0.66768 -6.38868
C -0.93709 1.68974 -6.09561
Cl 0.31926 1.37790 -1.33056
H -0.12615 -1.11962 -7.38825
H -1.03021 -0.86252 -5.89952
H 0.75480 -1.18192 -5.86207
H 2.15187 1.59025 -6.88396
H 2.10918 0.42558 -5.55740
H 1.47087 2.10605 -5.34344
H -1.34575 2.20415 -6.97584
H -0.60171 2.47654 -5.40346
H -1.76432 1.11164 -5.65752
C 1.47742 -1.32136 1.41837
C 0.78790 -2.21892 0.55360
C 1.09937 -1.84598 -0.80347
H 0.24918 -3.09643 0.89104
C 2.01372 -0.74371 -0.75163
C 2.16771 -0.37263 0.61855
H 2.76224 0.44724 0.98898
H 1.61205 -1.46625 2.48225
H 0.81841 -2.37892 -1.71075
H 2.56971 -0.34482 -1.58874
C -2.06996 1.05497 0.71874
C -2.04284 -0.10811 1.53407
C -2.05059 -1.25534 0.67869
H -2.19628 -0.12414 2.60065
C -2.14408 -0.78419 -0.68674
C -2.23591 0.64195 -0.63270
H -2.50628 1.28920 -1.47219
H -2.03581 2.07243 1.08566
H -2.12149 -2.27735 1.02794
H -2.27292 -1.38986 -1.57602
V -0.13919 -0.17928 0.11297
C 0.26548 0.08679 6.53147
N 0.00381 -0.17616 5.11893
C -0.68974 -1.40545 4.75998
C 0.38417 0.63381 4.10530
C 1.14658 1.89610 4.34200
O 0.08466 0.29615 2.93735
H -0.17788 -0.72443 7.11989
H -0.19269 1.04219 6.84676
H 1.34692 0.10845 6.74108
H -1.65066 -1.17793 4.26355
H -0.07820 -2.01875 4.06518
H -0.87841 -1.97003 5.67878
H 2.15381 1.78040 3.91838
H 0.63054 2.69679 3.79984
H 1.23399 2.16284 5.39492

Atomic forces in eV per Å
0.1 0.1 0.0
0.1 -0.1 0.7
0.0 -0.3 0.7
-0.2 0.0 0.7
0.5 1.5 -0.9
0.1 0.4 -0.1
0.3 -0.2 -0.3
-0.3 -0.1 -0.3
-0.4 -0.1 -0.2
0.0 0.4 -0.3
0.3 -0.2 -0.3
0.3 -0.2 -0.2
-0.3 -0.1 -0.3
0.1 0.4 -0.2
0.3 -0.5 -0.7
0.4 0.5 -0.1
0.4 0.2 0.2
0.0 0.2 -0.2
-0.7 -1.0 0.8
-0.3 -0.8 -0.2
0.0 0.0 0.0
-0.5 0.4 -0.2
0.0 0.2 0.4
-0.5 0.3 0.1
-0.2 -0.9 0.1
-0.6 -0.4 -1.0
-0.1 0.9 -0.1
0.6 0.0 -0.2
-0.3 0.4 0.7
-0.2 -0.8 0.0
0.7 -0.3 0.4
0.0 -0.1 -0.1
0.1 0.1 -0.2
0.1 0.1 0.2
0.0 -0.4 0.8
0.2 0.4 0.3
0.3 0.3 -0.3
-0.1 -0.3 -0.3
-0.6 -0.8 -0.3
0.1 0.2 0.2
0.4 0.7 0.6
0.1 0.3 -0.1
0.2 -0.5 -0.1
-0.4 0.0 0.0
0.4 -0.2 0.3
-0.4 0.3 0.4
0.0 0.1 -0.4
-0.3 0.1 0.1
0.2 -0.1 0.1
0.0 0.0 -0.2

What is the formula in the fourth record? C12H20P